w.
# C3H8N2O

A single C3H8N2O molecule (ωB97M-V/def2-TZVPD, the Open Molecules 2025 dataset).

Positions of all 14 atoms, in Å:
C 1.57 -1.74 0.14
C 0.78 -0.58 -0.43
O 1.22 0.02 -1.39
N -0.41 -0.23 0.14
C -1.01 1.17 0.05
N -1.95 1.31 1.10
H 1.65 -2.46 -0.66
H 2.53 -1.38 0.49
H 1.13 -2.27 0.98
H -0.72 -0.49 1.07
H -0.24 1.92 0.18
H -1.46 1.18 -0.94
H -2.92 1.53 0.94
H -1.61 1.64 1.99

Results
* SMILES string: CC(=O)NCN
* molecular weight: 88.11 g mol⁻¹
* E_HOMO: -9.371 eV
* Kohn-Sham gap: 0.3781 hartree
* charge: 0

Mulliken population analysis, charges in e, atoms 1 to 8: atom 1 (C): -0.915, atom 2 (C): 0.572, atom 3 (O): -0.597, atom 4 (N): -0.300, atom 5 (C): -0.350, atom 6 (N): -0.475, atom 7 (H): 0.256, atom 8 (H): 0.262



x.
# C3H8N2O

A molecular structure, C3H8N2O (ωB97M-V/def2-TZVPD, the Open Molecules 2025 dataset).

Positions of all 14 atoms, in Å:
C 1.15 -1.66 0.88
N 0.10 -0.65 1.04
C -0.58 -0.25 -0.28
O -1.13 -1.04 -1.02
N -0.31 1.04 -0.20
C -0.73 1.97 -1.23
H 0.73 -2.55 0.40
H 1.58 -1.92 1.85
H 1.93 -1.24 0.24
H -0.59 -0.94 1.73
H 0.29 0.59 0.93
H -1.40 2.73 -0.82
H 0.13 2.48 -1.67
H -1.26 1.43 -2.03

Results
* molecular weight: 88.11 g mol⁻¹
* E_HOMO: -9.052 eV
* Kohn-Sham gap: 0.3634 hartree
* charge: 0

Mulliken population analysis, charges in e, atoms 1 to 8: atom 1 (C): -0.779, atom 2 (N): -0.174, atom 3 (C): 0.220, atom 4 (O): -0.621, atom 5 (N): -0.361, atom 6 (C): -0.776, atom 7 (H): 0.327, atom 8 (H): 0.307



y.
# C3H8N2O

2 unconnected molecules or ions with the total composition C3H8N2O (ωB97M-V/def2-TZVPD, the Open Molecules 2025 dataset).

Positions of all 14 atoms, in Å:
H 1.50 -0.55 -2.70
N 0.83 -0.45 -1.94
C 1.14 -1.32 -1.07
N 0.48 -1.48 0.12
H 2.07 -1.89 -1.12
H -0.51 -1.35 0.19
H 0.96 -2.11 0.75
C -0.43 1.17 2.09
C -0.39 1.26 0.76
O -1.48 1.08 -0.05
H -1.23 0.60 2.56
H 0.46 1.35 2.66
H 0.56 1.12 0.26
H -2.05 0.47 0.44

Results
* SMILES string: [H]/N=C/N.C=CO
* molecular weight: 88.11 g mol⁻¹
* E_HOMO: -8.874 eV
* Kohn-Sham gap: 0.3541 hartree
* charge: 0

Mulliken population analysis, charges in e, atoms 1 to 8: atom 1 (H): 0.224, atom 2 (N): -0.556, atom 3 (C): 0.014, atom 4 (N): -0.328, atom 5 (H): 0.299, atom 6 (H): 0.215, atom 7 (H): 0.196, atom 8 (C): -0.628



How far above the most stable structure does each one sit? In hartree: w 0.0000; x 0.0536; y 0.0688.